C21H66O27P6 | ωB97M-V/def2-TZVPD

Last columns: bonded neighbours and bond lengths (Å).
Positions of all 120 atoms, in Å:
1 C 5.1020 4.3534 -5.7828  O2 1.442, H9 1.090, H10 1.090, H11 1.090
2 O 4.2240 4.2866 -4.6404  C1 1.442, P3 1.632
3 P 3.2968 2.9524 -4.4886  O2 1.632, O4 1.493, O5 1.642, O7 1.647
4 O 3.7900 1.6174 -4.9403  P3 1.493
5 O 2.9454 3.0494 -2.8875  P3 1.642, C6 1.418
6 C 2.4685 1.9252 -2.1668  O5 1.418, H12 1.090, H13 1.090, H14 1.090
7 O 1.8330 3.3940 -5.1005  P3 1.647, C8 1.406
8 C 1.0837 4.4364 -4.5263  O7 1.406, H15 1.090, H16 1.090, H17 1.090
9 H 5.0151 5.2141 -6.4459  C1 1.090
10 H 4.9021 3.5076 -6.4407  C1 1.090
11 H 6.1357 4.3802 -5.4380  C1 1.090
12 H 1.4115 2.0544 -1.9342  C6 1.090
13 H 3.0482 1.8544 -1.2464  C6 1.090
14 H 2.6204 0.9272 -2.5780  C6 1.090
15 H 0.4903 4.9760 -5.2643  C8 1.090
16 H 1.7531 5.1679 -4.0736  C8 1.090
17 H 0.3394 4.1555 -3.7812  C8 1.090
18 C 1.1543 6.0409 -0.8576  O19 1.428, H26 1.090, H27 1.090, H28 1.090
19 O 0.3299 5.5420 0.1963  C18 1.428, P20 1.653
20 P 1.0290 4.7368 1.4590  O19 1.653, O21 1.497, O22 1.613, O24 1.638
21 O 1.9758 5.5131 2.3212  P20 1.497
22 O 1.6127 3.3556 0.8647  P20 1.613, C23 1.431
23 C 2.2602 2.3661 1.6708  O22 1.431, H29 1.090, H30 1.090, H31 1.090
24 O -0.2945 4.2971 2.3179  P20 1.638, C25 1.445
25 C -1.3542 3.5768 1.6495  O24 1.445, H32 1.090, H33 1.090, H34 1.090
26 H 1.5705 5.2207 -1.4425  C18 1.090
27 H 1.9187 6.7216 -0.4828  C18 1.090
28 H 0.5877 6.6040 -1.5992  C18 1.090
29 H 2.3979 2.8441 2.6407  C23 1.090
30 H 3.2243 2.0401 1.2807  C23 1.090
31 H 1.5891 1.5144 1.7820  C23 1.090
32 H -1.0820 3.4258 0.6049  C25 1.090
33 H -2.2630 4.1674 1.7653  C25 1.090
34 H -1.5558 2.5675 2.0083  C25 1.090
35 C 7.6384 -1.7489 -0.1789  O36 1.449, H43 1.090, H44 1.090, H45 1.090
36 O 7.0164 -0.6049 0.4574  C35 1.449, P37 1.602
37 P 6.1919 0.5190 -0.3318  O36 1.602, O38 1.499, O39 1.652, O41 1.625
38 O 5.8298 1.7341 0.4677  P37 1.499
39 O 4.8589 -0.2806 -0.8900  P37 1.652, C40 1.410
40 C 4.0840 -1.0860 -0.0301  O39 1.410, H46 1.090, H47 1.090, H48 1.090
41 O 7.0716 0.8062 -1.6680  P37 1.625, C42 1.448
42 C 6.5948 1.8453 -2.5559  O41 1.448, H49 1.090, H50 1.090, H51 1.090
43 H 7.8944 -1.6185 -1.2303  C35 1.090
44 H 7.1996 -2.7464 -0.1559  C35 1.090
45 H 8.5700 -1.9297 0.3573  C35 1.090
46 H 3.9415 -2.0782 -0.4584  C40 1.090
47 H 3.1683 -0.5515 0.2225  C40 1.090
48 H 4.6813 -1.3406 0.8454  C40 1.090
49 H 6.3524 1.4503 -3.5425  C42 1.090
50 H 7.3730 2.5859 -2.7406  C42 1.090
51 H 5.7220 2.3880 -2.1927  C42 1.090
52 C 1.0972 -3.5402 0.2066  O53 1.460, H60 1.090, H61 1.090, H62 1.090
53 O 0.3068 -4.4349 1.0475  C52 1.460, P54 1.638
54 P 0.8874 -5.8326 1.6751  O53 1.638, O55 1.505, O56 1.635, O58 1.697
55 O 2.3780 -5.7493 1.8666  P54 1.505
56 O 0.0034 -6.1823 3.0058  P54 1.635, C57 1.398
57 C -1.3785 -6.3943 3.0259  O56 1.398, H63 1.090, H64 1.090, H65 1.090
58 O 0.3791 -6.9366 0.4907  P54 1.697, C59 1.374
59 C 0.9874 -8.1685 0.4862  O58 1.374, H66 1.090, H67 1.090, H68 1.090
60 H 2.0497 -4.0098 -0.0389  C52 1.090
61 H 1.1549 -2.5311 0.6146  C52 1.090
62 H 0.6372 -3.4065 -0.7725  C52 1.090
63 H -1.7656 -6.0546 2.0653  C57 1.090
64 H -1.9306 -6.0290 3.8918  C57 1.090
65 H -1.5795 -7.4656 3.0190  C57 1.090
66 H 0.1879 -8.8299 0.8202  C59 1.090
67 H 1.8694 -8.1838 1.1265  C59 1.090
68 H 1.3697 -8.3614 -0.5161  C59 1.090
69 C -3.2729 -3.2127 0.6381  O70 1.430, H77 1.090, H78 1.090, H79 1.090
70 O -4.6292 -3.1931 1.0892  C69 1.430, P71 1.648
71 P -5.0838 -4.1318 2.3653  O70 1.648, O72 1.470, O73 1.616, O75 1.649
72 O -6.4476 -3.8668 2.8453  P71 1.470
73 O -4.7435 -5.6648 1.9843  P71 1.616, C74 1.397
74 C -5.2603 -6.7488 2.6975  O73 1.397, H80 1.090, H81 1.090, H82 1.090
75 O -3.8714 -3.7886 3.4297  P71 1.649, C76 1.405
76 C -3.8759 -2.8053 4.4330  O75 1.405, H83 1.090, H84 1.090, H85 1.090
77 H -2.7213 -4.1018 0.9438  C69 1.090
78 H -2.8402 -2.2830 1.0075  C69 1.090
79 H -3.2607 -3.1346 -0.4490  C69 1.090
80 H -4.9722 -6.7843 3.7481  C74 1.090
81 H -4.9138 -7.6774 2.2438  C74 1.090
82 H -6.3486 -6.7073 2.6531  C74 1.090
83 H -3.2367 -3.2444 5.1990  C76 1.090
84 H -4.8749 -2.5921 4.8130  C76 1.090
85 H -3.5733 -1.8948 3.9157  C76 1.090
86 C -6.3641 4.5459 0.7581  O87 1.426, H94 1.090, H95 1.090, H96 1.090
87 O -5.1453 3.9942 0.2630  C86 1.426, P88 1.595
88 P -4.5870 2.6214 0.8528  O87 1.595, O89 1.492, O90 1.629, O92 1.601
89 O -4.2147 2.6237 2.2975  P88 1.492
90 O -5.6269 1.4578 0.3865  P88 1.629, C91 1.367
91 C -5.2514 0.1441 0.4291  O90 1.367, H97 1.090, H98 1.090, H99 1.090
92 O -3.3095 2.3778 -0.0816  P88 1.601, C93 1.412
93 C -3.3913 2.5264 -1.4835  O92 1.412, H100 1.090, H101 1.090, H102 1.090
94 H -7.0138 4.7454 -0.0940  C86 1.090
95 H -6.1919 5.4956 1.2646  C86 1.090
96 H -6.9063 3.9781 1.5142  C86 1.090
97 H -5.8936 -0.5377 0.9867  C91 1.090
98 H -4.3168 0.0235 0.9769  C91 1.090
99 H -5.1616 -0.1776 -0.6084  C91 1.090
100 H -2.6492 3.2638 -1.7896  C93 1.090
101 H -4.3655 2.7148 -1.9346  C93 1.090
102 H -3.0971 1.5224 -1.7893  C93 1.090
103 C -0.4437 0.1473 -4.2135  O104 1.408, H105 1.090, H106 1.090, H107 1.090
104 O 0.4847 -0.5204 -3.3925  C103 1.408, H108 0.960
105 H -1.3254 0.3490 -3.6052  C103 1.090
106 H -0.0759 1.0918 -4.6145  C103 1.090
107 H -0.6940 -0.6165 -4.9498  C103 1.090
108 H 0.5350 -1.4438 -3.6503  O104 0.960
109 C -1.9225 0.9931 4.5260  O110 1.411, H111 1.090, H112 1.090, H113 1.090
110 O -3.3220 0.8148 4.5474  C109 1.411, H114 0.960
111 H -1.4677 0.1810 5.0931  C109 1.090
112 H -1.5711 1.0326 3.4949  C109 1.090
113 H -1.5340 1.8521 5.0731  C109 1.090
114 H -3.7626 1.3170 3.8580  O110 0.960
115 C -0.4482 0.3221 0.2003  O116 1.427, H117 1.090, H118 1.090, H119 1.090
116 O 0.6245 -0.2700 -0.5304  C115 1.427, H120 0.960
117 H -0.6430 1.3646 -0.0513  C115 1.090
118 H -1.4163 -0.1510 0.0357  C115 1.090
119 H -0.3435 0.2932 1.2849  C115 1.090
120 H 0.3356 -0.2641 -1.4459  O116 0.960

Calculated values
* Kohn-Sham gap: 9.88 eV
* SMILES: COP(=O)(OC)OC.COP(=O)(OC)OC.COP(=O)(OC)OC.COP(=O)(OC)OC.COP(=O)(OC)OC.COP(=O)(OC)OC.CO.CO.CO
* lowest unoccupied orbital energy: 0.001 Ha
* multiplicity: 1
* E_tot: -4919.7257 Ha
* energy relative to the best compared isomer or geometry (same formula, charge and spin): 3.121 eV

---

C2H4NP | ωB97M-V/def2-TZVPD

Last columns: bonded neighbours and bond lengths (Å).
Positions of all 8 atoms, in Å:
1 C -0.4167 0.2439 -0.6521  C2 1.578, N3 1.508, H5 1.098, H6 1.069
2 C -0.4022 -0.3391 0.8142  C1 1.578, N3 1.620, H7 1.174, H8 1.146
3 N 0.9324 -0.1051 -0.0746  C1 1.508, C2 1.620, P4 1.623
4 P 2.4841 -0.0467 -0.5481  N3 1.623
5 H -0.8958 -0.1269 -1.5677  C1 1.098
6 H -0.5395 1.3044 -0.5941  C1 1.069
7 H -0.3651 0.4740 1.6604  C2 1.174
8 H -0.7972 -1.4046 0.9620  C2 1.146

Calculated values
* Kohn-Sham gap (spin up / spin down): 6.66 / 6.66 eV
* lowest unoccupied orbital energy (spin up / spin down): -0.003 / -0.003 Ha
* multiplicity: 1
* E_tot: -474.5603 Ha
* energy relative to the best compared isomer or geometry (same formula, charge and spin): 3.085 eV

---

> E_tot of number 1 (C21H66O27P6)?

-4919.7257 Ha

---

> Which of these has the lowest E_tot?

C21H66O27P6

---

> Look up the E_tot of the first one.

-4919.7257 Ha